This record from the OMol25 dataset describes C10H10BBrCdF4 as an isolated structure. The level of theory is ωB97M-V with the def2-TZVPD basis set.

charge	-2
molecular weight	409.31	g/mol
electronic energy	-3553.1365	hartree
frontier orbital gap	5.65	eV
2S+1	1
relative energy (zero: lowest compared OMol25 entry of this formula, charge and spin)	160.8	kcal/mol
LUMO energy	6.0256	eV

Geometry as XYZ:
```
27
Properties=species:S:1:pos:R:3:forces:R:3
C -1.17373 -0.76142 -1.96253 -1.7 -0.3 -1.2
C -1.22313 -1.74912 -0.96933 -1.6 -0.9 -0.6
C -1.93613 -1.21492 0.13187 -1.7 -1.0 -0.4
H -0.76273 -2.71912 -1.00833 0.1 0.0 0.1
C -2.34033 0.09108 -0.19873 -1.0 -0.2 0.2
C -1.84333 0.39238 -1.47463 -1.4 -0.2 -1.5
H -1.96243 1.32878 -1.99063 0.1 0.1 -0.1
H -0.69923 -0.85522 -2.92273 0.2 0.0 -0.1
H -2.09593 -1.70202 1.07497 0.1 0.0 0.1
H -2.87543 0.76348 0.44307 -0.1 0.2 0.2
Cd 0.00107 -0.00242 -0.14263 0.0 0.0 0.4
Br 0.80837 -1.84632 1.43707 4.2 -9.5 -1.0
C 1.96897 1.14128 0.21077 1.6 0.8 -0.1
C 1.14847 1.90868 -0.65193 0.8 1.0 -0.1
C 0.98607 1.18308 -1.84023 1.4 0.6 -1.4
H 0.69537 2.85278 -0.41173 -0.1 0.2 0.0
C 1.69237 -0.04242 -1.71173 1.6 0.9 -1.2
C 2.32357 -0.04282 -0.45933 1.6 0.6 -0.4
H 2.91727 -0.83912 -0.05463 -0.1 -0.1 0.1
H 2.23077 1.39358 1.22077 0.0 0.0 0.2
H 0.41617 1.49558 -2.69643 -0.2 0.0 -0.1
H 1.74737 -0.82902 -2.44343 -0.1 -0.1 -0.1
F 0.00107 -0.00242 1.85737 -3.1 7.1 5.6
B 0.00107 -0.00242 3.26737 0.0 -0.1 2.5
F -0.55103 1.26278 3.72227 0.4 -0.9 -0.4
F -0.83153 -1.07982 3.78647 0.8 1.5 -0.5
F 1.35697 -0.12482 3.78697 -1.7 0.5 -0.5
```
Forces are in eV/Å.

Atom charges from the Löwdin analysis, given in e for atoms 1 to 6: atom 1 (C): -0.277, atom 2 (C): -0.292, atom 3 (C): -0.294, atom 4 (H): 0.062, atom 5 (C): -0.236, atom 6 (C): -0.274

This record from the OMol25 dataset describes C10H10Br12O2 as an isolated structure. The level of theory is ωB97M-V with the def2-TZVPD basis set.

molecular weight	1121.04	g/mol
electronic energy	-31425.5531	hartree
frontier orbital gap	6.79	eV
2S+1	1
LUMO energy	-1.0340	eV

Geometry as XYZ:
```
34
Properties=species:S:1:pos:R:3:forces:R:3
C 1.41316 -2.83854 -9.07892 0.5 -0.2 0.9
Br 3.27544 -2.39197 -9.74457 -1.8 -0.6 0.6
Br 1.32451 -2.68312 -7.01046 0.2 -0.5 -2.0
Br 0.67005 -4.57208 -9.79098 0.8 1.7 0.8
H 0.75743 -2.00994 -9.34640 0.2 -0.4 -0.3
C 6.16989 -4.37542 -1.87581 0.7 -1.4 -0.6
Br 7.68123 -3.69851 -2.96100 -0.8 -0.2 1.0
Br 6.83463 -5.41071 -0.21314 -0.8 1.1 -1.8
Br 5.09294 -5.53199 -3.17065 0.7 0.9 1.5
H 5.56604 -3.53514 -1.53313 0.1 -0.4 -0.1
C -4.96782 -1.85075 -4.78785 -1.4 0.0 -0.2
Br -5.72500 -0.02353 -4.53504 0.8 -1.0 -0.1
Br -4.59820 -2.14896 -6.69796 -0.1 0.0 1.1
Br -6.34167 -3.11626 -4.06641 0.9 0.5 -0.6
H -4.06582 -2.04064 -4.20610 -0.2 0.4 -0.2
C 0.37138 -1.15131 -0.43259 -0.8 0.3 0.8
Br -0.90283 -2.30766 0.69713 1.3 1.1 -1.2
Br 1.96334 -0.60972 0.62408 -1.3 -0.2 -0.7
Br -0.68538 0.39140 -1.24354 1.1 -1.4 0.8
H 0.75945 -1.74673 -1.25900 -0.4 0.1 0.3
C -1.75006 3.11930 6.81853 -2.1 -2.8 -3.0
C -0.70343 3.89233 7.01935 0.8 1.5 1.2
C -0.04962 4.60186 6.02864 -0.1 -0.4 1.9
C -0.40562 4.38024 4.73138 1.3 1.4 -0.9
C -1.34742 3.45017 4.39390 -0.1 -1.3 1.9
C -1.99518 2.76093 5.43379 -0.2 1.1 -0.5
O -2.90104 1.81984 5.07649 -0.8 -0.8 0.9
O 0.85938 5.46820 6.53887 1.3 1.3 -1.5
H -2.28893 2.73562 7.67224 -0.2 -0.4 -0.3
H -0.48858 4.07999 8.06100 0.4 0.3 0.2
H 0.01276 4.87190 3.86557 0.6 0.4 0.3
H -1.32854 3.17587 3.34949 -0.8 -0.3 0.0
H -3.13930 1.88862 4.14907 0.2 0.1 0.0
H 0.93272 5.40686 7.49409 -0.3 -0.2 -0.1
```
Forces are in eV/Å.

Atom charges from the Löwdin analysis, given in e for atoms 1 to 6: atom 1 (C): -1.395, atom 2 (Br): 0.492, atom 3 (Br): 0.437, atom 4 (Br): 0.509, atom 5 (H): -0.042, atom 6 (C): -1.397

This record from the OMol25 dataset describes C10H10BrClO4Pm as an isolated structure. The level of theory is ωB97M-V with the def2-TZVPD basis set.

charge	-1
molecular weight	454.54	g/mol
electronic energy	-4330.3522	hartree
frontier orbital gap (spin up / spin down)	4.09 / 4.18	eV
2S+1	5
relative energy (zero: lowest compared OMol25 entry of this formula, charge and spin)	19.5	kcal/mol
LUMO energy (spin up / spin down)	1.5680 / 1.6583	eV

Geometry as XYZ:
```
27
Properties=species:S:1:pos:R:3:forces:R:3
C 1.99414 -0.90282 -0.94496 0.0 -0.2 0.6
C 2.36201 0.26433 -0.21364 -0.3 0.1 0.0
C 2.19639 0.02915 1.18029 0.7 -1.4 -0.5
H 2.79457 1.17374 -0.63266 -0.6 -0.2 0.0
C 1.85492 -1.36527 1.32113 0.2 0.4 -0.4
C 1.70003 -1.92572 0.00996 0.2 0.5 0.4
H 1.50939 -2.98517 -0.20718 -0.1 0.7 0.0
H 1.99187 -1.03184 -2.03267 -0.1 0.2 0.6
H 2.37638 0.73634 1.98441 0.1 -0.3 -0.2
H 1.95257 -1.92800 2.25746 -0.6 0.3 -0.4
Pm -0.29057 0.14168 0.37505 1.2 -2.7 -4.0
Br -1.14663 1.37448 -1.95177 0.4 -0.3 0.4
C -3.07587 -2.16070 -3.41553 0.9 -0.1 -0.4
C -2.48644 -3.43541 -3.14233 0.5 0.5 -0.4
C -1.28591 -3.54260 -3.91411 -0.5 0.6 0.0
H -2.89133 -4.20176 -2.48023 0.1 0.2 -0.2
C -1.13760 -2.33906 -4.67341 -0.8 -0.1 0.7
C -2.23607 -1.47842 -4.35222 0.1 -1.0 0.2
H -2.41766 -0.48950 -4.77080 0.1 -0.2 0.1
H -4.01438 -1.78593 -3.00854 0.2 -0.1 -0.1
H -0.61458 -4.40268 -3.94017 -0.2 0.2 0.0
H -0.34463 -2.12614 -5.39068 -0.2 0.0 0.2
O -0.16453 0.76164 2.54853 -0.6 1.9 1.0
Cl -0.50151 2.17406 2.09039 -0.8 0.9 1.1
O -0.99539 2.98898 3.15628 0.9 -0.8 -1.0
O 0.69636 2.66096 1.41608 -1.6 -0.3 0.7
O -1.57988 1.92714 1.06570 0.8 1.2 1.6
```
Forces are in eV/Å.

Atom charges from the Löwdin analysis, given in e for atoms 1 to 6: atom 1 (C): -0.190, atom 2 (C): -0.230, atom 3 (C): -0.284, atom 4 (H): 0.110, atom 5 (C): -0.220, atom 6 (C): -0.185

This record from the OMol25 dataset describes C10H10Cl2FeGaI2O6S as an isolated structure. The level of theory is ωB97M-V with the def2-TZVPD basis set.

charge	+4
molecular weight	708.53	g/mol
electronic energy	-5939.0177	hartree
frontier orbital gap (spin up / spin down)	6.60 / 4.16	eV
2S+1	6
relative energy (zero: lowest compared OMol25 entry of this formula, charge and spin)	24.6	kcal/mol
LUMO energy (spin up / spin down)	-16.3512 / -18.4590	eV

Geometry as XYZ:
```
33
Properties=species:S:1:pos:R:3:forces:R:3
I 3.91667 -1.08358 1.38541 0.3 0.4 0.4
I 4.01170 1.15868 0.08322 0.1 -0.4 0.2
Ga -0.75488 0.83152 0.80166 0.2 0.4 0.5
Fe -0.92497 -1.42972 0.18040 2.4 -1.7 -0.2
S 0.76246 -0.37240 -0.73508 0.4 1.8 0.7
C -2.32078 -1.65514 -0.94238 -7.5 -5.0 -6.6
C -1.30028 -1.49286 2.00960 -2.8 -4.0 5.7
C 0.52841 -0.00951 -2.55801 -1.0 0.4 -1.2
C 1.57077 0.99944 -3.05272 0.3 -0.4 0.6
C -0.84638 0.63455 -2.77388 0.3 -1.0 0.0
C 0.58164 -1.39781 -3.20356 0.1 0.3 0.2
C -1.70718 0.76343 2.59487 -1.7 2.9 1.9
C -2.55366 2.20625 0.22818 -2.1 0.8 -0.3
O -1.76021 -1.95376 2.97509 2.2 2.1 -4.1
O -3.03900 -2.29212 -1.64546 4.4 4.3 4.4
O -2.81965 1.11449 2.81810 1.7 -1.0 -0.7
O -3.59232 2.64166 0.14869 2.4 -0.8 0.1
H 1.41937 1.19130 -4.12403 0.1 -0.2 0.3
H 2.59052 0.63776 -2.89596 0.0 0.0 -0.2
H 1.44321 1.94333 -2.51944 0.0 0.1 -0.1
H -1.04794 0.67750 -3.84122 0.0 0.1 -0.1
H -0.86501 1.61698 -2.37012 -0.1 1.1 0.3
H -1.63986 0.05097 -2.32586 -0.3 -0.1 -0.1
H 0.53093 -1.30863 -4.29605 0.1 0.0 0.2
H -0.26712 -1.98965 -2.86822 -0.1 -0.2 -0.1
H 1.49089 -1.91125 -2.91564 0.3 -0.3 -0.2
Cl 0.71487 -1.50561 5.50251 0.4 0.6 -0.4
C 1.28378 0.00548 4.74982 -0.6 -1.4 0.0
Cl 3.01341 0.01837 4.39965 0.4 -0.2 -0.5
C 0.42255 0.26950 3.51927 -1.4 1.3 0.7
O -0.86260 0.50990 3.83322 1.6 -0.5 -1.5
O 0.85044 0.33569 2.36795 0.3 -0.2 -0.2
H 1.17025 0.79524 5.46998 -0.2 0.6 0.4
```
Forces are in eV/Å.

Atom charges from the Löwdin analysis, given in e for atoms 1 to 6: atom 1 (I): 0.787, atom 2 (I): 0.848, atom 3 (Ga): 0.627, atom 4 (Fe): 0.293, atom 5 (S): 0.712, atom 6 (C): -0.009

This record from the OMol25 dataset describes C10H10Cl2Rh as an isolated structure. The level of theory is ωB97M-V with the def2-TZVPD basis set.

charge	-1
molecular weight	304.00	g/mol
electronic energy	-1417.8516	hartree
frontier orbital gap (spin up / spin down)	5.95 / 6.25	eV
2S+1	5
relative energy (zero: lowest compared OMol25 entry of this formula, charge and spin)	0.0	kcal/mol
LUMO energy (spin up / spin down)	3.6876 / 1.8361	eV

Geometry as XYZ:
```
23
Properties=species:S:1:pos:R:3:forces:R:3
C -1.19658 2.69570 -0.20434 -0.9 3.1 -3.0
C -1.44572 1.51923 -0.95273 -2.2 -0.3 -1.6
C -0.22159 1.07815 -1.57890 -0.8 0.4 -3.4
H -2.39155 0.99183 -1.04651 0.2 0.1 0.2
C 0.76812 2.08149 -1.33612 0.2 1.7 -2.1
C 0.17459 3.08073 -0.48463 -0.5 2.1 -1.2
H 0.69032 3.91761 -0.04749 0.0 0.1 0.0
H -1.88572 3.23590 0.41671 -0.1 0.0 0.1
H -0.12718 0.21738 -2.24114 -0.1 0.2 0.4
H 1.80626 2.06197 -1.64969 -0.2 0.0 0.1
Rh 0.05138 1.27126 0.36451 3.8 -6.8 10.0
Cl -0.31135 1.88687 2.69405 -0.4 0.1 0.4
C 0.44471 -2.19835 1.70050 -1.3 -0.5 -0.3
C 1.39319 -2.15949 0.60053 -0.7 -1.2 -0.8
C 0.66112 -2.46662 -0.60077 -1.0 -0.1 0.5
H 2.47699 -2.12155 0.64227 -0.5 -0.6 0.2
C -0.69720 -2.66503 -0.25223 1.5 0.3 -0.4
C -0.82412 -2.49387 1.17704 1.3 0.3 0.8
H -1.75347 -2.58480 1.74652 0.4 0.1 -0.2
H 0.69070 -1.99392 2.74067 -0.1 0.0 -0.3
H 1.10730 -2.54704 -1.58920 -0.2 0.1 0.2
H -1.51210 -2.90126 -0.93573 0.2 0.1 0.2
Cl 2.10189 0.09381 0.83667 1.1 1.1 0.0
```
Forces are in eV/Å.

Atom charges from the Löwdin analysis, given in e for atoms 1 to 6: atom 1 (C): -0.330, atom 2 (C): -0.258, atom 3 (C): -0.297, atom 4 (H): 0.098, atom 5 (C): -0.285, atom 6 (C): -0.264

This record from the OMol25 dataset describes one molecule with the formula C10H10ClNO2. The level of theory is ωB97M-V with the def2-TZVPD basis set.

molecular weight	211.65	g/mol
electronic energy	-1052.4269	hartree
frontier orbital gap	10.40	eV
2S+1	1
SMILES	CC(=O)O[C@]1(C#N)[C@H](Cl)[C@@H]2C=CC[C@@H]21
relative energy (zero: lowest compared OMol25 entry of this formula, charge and spin)	17.2	kcal/mol
LUMO energy	0.6502	eV

Geometry as XYZ:
```
24
Properties=species:S:1:pos:R:3:forces:R:3
C -0.32577 -0.05398 2.37850 -0.4 0.1 0.2
C 1.41921 -1.34654 -1.86597 0.0 -0.1 0.0
C 2.38039 -1.24004 -0.96435 -0.1 -0.2 0.2
C -2.12256 0.96485 0.17644 -0.4 0.1 -0.1
C 0.04506 -1.19425 -1.27892 -0.1 0.1 -0.1
C 1.81571 -1.01166 0.40286 0.1 0.0 0.0
C 0.28734 -1.16701 0.23766 -0.2 0.0 0.1
C 1.76133 0.46398 0.86756 -3.3 -0.7 0.5
C -0.05546 0.14723 0.98999 3.5 0.4 -0.8
C -2.77261 2.24778 -0.25942 0.1 0.0 0.0
N -0.51574 -0.20449 3.49742 0.0 -0.1 0.5
O -2.66181 -0.09518 0.31662 0.2 -0.1 0.1
O -0.80572 1.17362 0.41582 0.4 0.0 0.1
Cl 2.09712 1.67346 -0.31844 0.1 0.4 -0.1
H 1.56484 -1.51000 -2.92061 0.1 0.0 -0.2
H 3.44073 -1.27915 -1.13732 0.2 0.0 -0.2
H -0.40588 -0.26453 -1.63611 -0.1 0.0 0.0
H -0.62114 -2.01018 -1.55999 0.0 0.1 0.0
H 2.27554 -1.64113 1.16631 0.0 0.0 0.0
H -0.16630 -2.02859 0.72926 0.1 0.0 -0.1
H 2.19726 0.71598 1.82816 0.0 0.0 0.0
H -2.04021 3.04780 -0.28975 0.0 0.1 -0.1
H -3.55339 2.49301 0.45891 0.0 0.0 0.0
H -3.23795 2.11901 -1.23463 0.0 -0.1 0.0
```
Forces are in eV/Å.

Atom charges from the Löwdin analysis, given in e for atoms 1 to 6: atom 1 (C): -0.158, atom 2 (C): -0.077, atom 3 (C): -0.095, atom 4 (C): -0.513, atom 5 (C): -0.117, atom 6 (C): -0.275